[1]
Below is a cluster of 12 separate species, C40H82O28S in total in a non-equilibrium geometry, with properties calculated with ωB97M-V/def2-TZVPD.

Last column: Mulliken charge in e.
Cartesian coordinates (Å):
S -1.721 8.697 6.151  1.0888
O 7.412 -2.296 2.266  -0.2814
O 1.752 -10.576 3.522  -0.5855
O -5.931 -2.185 -7.464  -0.5541
O -6.977 -4.456 0.123  -0.3936
O -1.960 7.030 6.409  -0.3213
O -7.756 5.409 -1.147  -0.4220
O 6.292 6.583 4.908  -0.2991
O 6.918 4.926 3.885  -0.2991
O -0.857 -2.274 6.076  -0.3057
O 6.291 -2.045 0.432  -0.2569
O 3.078 -9.495 -3.021  -0.3239
O 1.093 -8.455 4.167  -0.2765
O -2.481 -3.866 5.717  -0.2660
O -0.694 8.868 5.088  -0.5899
O 2.084 4.171 -9.517  -0.2926
O 3.088 3.547 -7.668  -0.2702
O -0.747 -4.100 7.335  -0.5591
O 4.797 4.855 4.700  -0.6024
O 3.506 -7.751 -4.325  -0.5851
O 0.328 -10.205 5.259  -0.2987
O 5.017 9.291 -1.368  -0.4214
O 7.101 -4.149 0.939  -0.5935
O -0.732 0.101 -0.901  -0.4227
O -3.794 -3.064 -6.987  -0.2729
O 3.894 2.746 -9.728  -0.5542
O 1.829 -7.728 -2.778  -0.2837
O -1.433 9.443 7.406  -0.5782
O -5.631 -4.344 -6.811  -0.2843
C 6.252 -2.362 -0.918  -0.7516
C 5.894 5.387 4.542  0.8311
C 8.396 -2.883 3.074  -0.6812
C -0.308 -11.464 5.129  -0.5926
C 3.125 8.219 -1.769  -0.6518
C 1.452 -7.684 2.956  -0.5736
C -2.853 5.051 5.443  -1.1765
C 4.197 -10.253 -3.407  -0.6138
C -3.023 -5.137 5.998  -0.5554
C -7.611 3.949 -1.279  -0.3310
C -7.728 5.864 0.241  -0.2933
C 1.899 4.290 -10.947  -0.6749
C 0.348 -1.610 6.475  -0.6579
C -6.844 4.848 0.761  -0.5069
C 0.064 2.239 -0.906  -0.4910
C -1.247 -3.493 6.384  0.7155
C -7.520 3.588 0.268  -0.7218
C 0.135 0.183 0.281  -0.3130
C 5.449 7.457 5.643  -0.6244
C -0.564 1.212 -1.806  -0.3911
C 4.200 9.021 -2.536  -0.3394
C 2.867 -8.246 -3.387  0.8197
C -5.197 -3.129 -7.134  0.7219
C -1.766 6.143 5.361  -0.2067
C 6.833 3.736 3.184  -0.6600
C -5.546 -5.830 -1.130  -0.4463
C 3.051 3.378 -9.047  0.7404
C 1.510 -6.404 -3.143  -0.6306
C 3.969 7.266 -1.001  -0.6456
C -6.964 -6.228 -1.384  -0.4023
C -5.609 -4.491 -0.390  -0.4669
C -3.393 9.149 5.553  -0.8438
C 6.892 -2.931 1.203  0.7758
C -3.016 -1.979 -7.453  -0.6685
C -6.935 -4.767 -7.315  -0.6058
C 0.873 1.507 0.128  -0.4797
C 5.008 8.191 -0.360  -0.2917
C 3.963 2.646 -6.995  -0.6788
C 1.123 -9.788 4.262  0.7441
C -7.725 -4.917 -1.039  -0.4542
H 9.417 -2.987 2.706  0.3075
H 1.364 3.409 -11.302  0.2891
H 3.702 9.927 -2.882  0.2938
H 6.033 3.082 3.530  0.3419
H -0.678 -11.492 4.104  0.3116
H -7.919 -4.131 -1.768  0.2864
H 1.003 2.076 1.049  0.3114
H -6.588 4.822 1.820  0.3647
H -7.028 -5.844 -7.175  0.2239
H -0.757 2.760 -0.412  0.2563
H -3.650 8.585 4.657  0.3012
H 6.027 -3.393 -1.192  0.3228
H 4.990 2.980 -7.144  0.2992
H 6.707 3.855 2.108  0.2415
H 4.248 -10.668 -4.413  0.2800
H -2.956 4.283 4.677  0.3664
H 0.693 2.914 -1.485  0.3115
H -2.053 -1.896 -6.950  0.2551
H -0.476 0.051 1.175  0.2503
H 1.868 1.221 -0.213  0.2262
H 2.329 7.764 -2.358  0.3719
H 0.612 -7.915 2.302  0.2730
H 4.129 -11.160 -2.807  0.2249
H 3.541 6.732 -0.153  0.3603
H -1.879 6.628 4.391  0.3305
H 1.392 5.201 -11.266  0.2761
H 0.867 -1.294 5.571  0.2705
H 2.793 4.399 -11.561  0.3085
H -7.311 6.868 0.326  0.2787
H -8.677 -5.124 -0.549  0.2660
H -6.981 -4.575 -8.387  0.3081
H -5.057 -5.837 -2.104  0.3048
H 4.527 8.383 0.599  0.2736
H 8.104 -3.832 3.523  0.2918
H -3.849 5.392 5.727  0.3046
H 4.477 7.506 5.153  0.2868
H 7.741 3.225 3.506  0.2491
H 8.624 -2.176 3.871  0.2690
H 3.839 1.568 -7.100  0.2938
H -7.230 -7.062 -0.735  0.2438
H 0.436 -12.209 5.411  0.2640
H -2.891 -1.931 -8.535  0.2875
H -7.689 -4.260 -6.712  0.2794
H 0.870 -0.621 0.233  0.2096
H 0.903 -5.885 -2.401  0.2330
H -8.496 3.554 -1.779  0.2859
H -8.725 5.858 0.681  0.2460
H -3.268 10.220 5.391  0.3639
H -5.280 -3.745 -1.114  0.2188
H 5.917 7.611 -0.198  0.2699
H -2.318 -5.937 5.774  0.2439
H -8.487 3.358 0.715  0.2973
H 0.971 -6.385 -4.090  0.2785
H -1.102 -11.482 5.875  0.2118
H 4.619 8.427 -3.348  0.2767
H -5.860 4.814 0.293  0.2292
H -6.644 3.617 -1.657  0.2704
H 2.441 -5.842 -3.224  0.2991
H -0.706 5.891 5.378  0.3244
H 5.465 -1.836 -1.458  0.2821
H 5.717 8.511 5.714  0.2559
H 1.174 -2.171 6.912  0.3276
H -2.653 4.431 6.317  0.3175
H 4.497 6.609 -1.691  0.2344
H -3.541 -1.039 -7.283  0.3088
H -4.912 -4.384 0.441  0.3559
H 0.077 -0.854 7.213  0.2796
H -6.852 2.757 0.493  0.3027
H -7.140 -6.399 -2.446  0.2576
H 3.875 2.808 -5.921  0.2635
H 5.054 -9.609 -3.206  0.3015
H -1.509 1.609 -2.176  0.2563
H 2.530 8.895 -1.155  0.2697
H 0.064 0.918 -2.647  0.2764
H 2.380 -8.071 2.535  0.3036
H -5.052 -6.533 -0.459  0.2310
H 7.158 -2.177 -1.494  0.3152
H -3.889 -5.279 5.351  0.2363
H 5.321 7.040 6.642  0.2785
H 1.525 -6.611 3.133  0.2177
H -4.062 8.960 6.392  0.3191
H -3.278 -5.283 7.048  0.2718

Forces on atoms 1 to 6 (eV/Å):
2.359 0.588 -0.176
-0.658 0.569 -0.799
-1.642 2.322 1.691
2.174 -2.277 0.540
1.493 1.033 -2.020
-0.241 3.576 1.861

Results
Energy, eV: -110964.201
Charge: 0
HOMO level, eV: -9.7744
M, g mol⁻¹: 1043.14
Multiplicity: 1
Structure (SMILES): CCOS(C)(=O)=O.COC(=O)OC.COC(=O)OC.COC(=O)OC.COC(=O)OC.COC(=O)OC.COC(=O)OC.COC(=O)OC.C1CCOC1.C1CCOC1.C1CCOC1.C1CCOC1

---

[2]
Below is a cluster of 2 separate species, C5H9NO3 in total in a non-equilibrium geometry, with properties calculated with ωB97M-V/def2-TZVPD.

Last column: Mulliken charge in e.
Cartesian coordinates (Å):
O 0.977 1.424 -0.601  -0.5044
O -0.899 -0.946 0.194  -0.3049
O 1.678 -3.560 -0.039  -0.5619
N 2.126 -1.341 -0.033  -0.3435
C -2.139 -0.319 0.332  -0.3941
C -0.271 1.442 -0.044  0.5236
C 1.610 -2.474 -0.545  0.1550
C -0.702 2.397 0.767  -1.0124
C -1.079 0.267 -0.488  0.0549
H -2.349 0.086 1.312  0.2839
H -1.696 2.382 1.171  0.2824
H 1.470 2.206 -0.316  0.2781
H 1.158 -2.318 -1.544  0.2907
H 1.844 -0.446 -0.406  0.2568
H 2.450 -1.374 0.919  0.2086
H -0.074 3.225 1.052  0.2404
H -1.133 0.162 -1.572  0.2994
H -2.970 -0.812 -0.161  0.2475

Forces on atoms 1 to 6 (eV/Å):
0.181 0.043 -0.098
0.842 -0.919 0.328
0.019 -0.798 0.432
0.188 0.370 0.143
-0.579 0.360 -0.148
-0.314 -0.109 0.193

Results
ΔE to the lowest compared entry with this formula, charge and spin, kJ/mol: 283.4
Energy, eV: -12961.769
Charge: 0
HOMO level, eV: -9.4781
M, g mol⁻¹: 131.13
Multiplicity: 1
Structure (SMILES): C=C(O)[C@@H]1CO1.NC=O

---

[3]
Below is a structure of composition C6H7Br6Cl3O3 in a non-equilibrium geometry, with properties calculated with ωB97M-V/def2-TZVPD.

Last column: Mulliken charge in e.
Cartesian coordinates (Å):
Br -16.507 15.879 -10.913  -0.0055
Br -8.255 9.846 -11.268  -0.0260
Br -9.200 9.307 -14.293  -0.0080
Br -10.936 11.548 -12.445  -0.0106
Br -17.737 15.824 -13.857  0.0109
Br -15.321 17.892 -13.168  -0.0348
Cl -9.217 1.849 -8.846  -0.1105
Cl -10.328 4.532 -9.684  -0.0986
Cl -10.544 3.650 -6.906  -0.1341
O -13.532 8.439 -7.831  -0.3114
O -14.540 6.448 -7.549  -0.5640
O -14.323 7.911 -5.869  -0.3347
C -10.419 3.121 -8.654  0.0657
C -9.880 9.826 -12.504  -0.3130
C -13.400 9.610 -7.052  -0.2416
C -16.123 16.089 -12.832  -0.3117
C -13.588 9.096 -5.606  -0.2563
C -14.130 7.489 -7.093  0.7035
H -12.733 8.938 -4.948  0.2635
H -12.405 9.994 -7.280  0.2785
H -11.374 2.715 -8.987  0.2779
H -14.183 10.327 -7.298  0.2399
H -10.558 9.032 -12.191  0.3577
H -15.305 15.480 -13.218  0.3412
H -14.328 9.675 -5.053  0.2221

Forces on atoms 1 to 6 (eV/Å):
0.434 -0.092 -0.991
-1.645 0.127 -0.877
-0.659 0.564 0.954
1.089 -1.489 -0.141
0.478 0.010 0.141
-0.560 -0.688 0.201

Results
ΔE to the lowest compared entry with this formula, charge and spin, kJ/mol: 129.8
Energy, eV: -470298.362
Charge: 0
HOMO level, eV: -10.4598
M, g mol⁻¹: 712.90
Multiplicity: 1

---

[4]
Below is a structure of composition C22H17F5N4O13TeV in a non-equilibrium geometry, with properties calculated with ωB97M-V/def2-TZVPD.

Last column: Mulliken charge in e.
Cartesian coordinates (Å):
Te 1.054 2.305 2.159  1.8185
V -0.045 -0.167 0.228  2.1089
F 0.580 1.918 4.001  -0.4619
F 2.397 2.632 0.751  -0.4906
F 2.565 2.972 3.153  -0.4405
F 0.692 4.131 1.986  -0.3477
F -0.901 2.331 2.120  -0.5250
O 3.508 0.453 -1.565  -0.5471
O 5.575 0.456 -0.978  -0.6796
O -0.003 -0.295 2.168  -0.7090
O 0.273 -9.202 -0.019  -0.6334
O 1.130 -8.454 1.804  -0.6169
O 0.136 -0.174 -1.900  -0.4478
O 5.276 0.600 5.158  -0.6377
O 0.334 1.468 0.128  -1.0122
O -0.502 -2.066 -0.030  0.0892
O 0.979 -1.969 3.290  -0.6713
O -1.832 -2.838 -1.645  -0.7566
O 6.663 1.163 3.611  -0.6541
O 1.870 -0.763 0.187  -0.6893
N 0.550 -8.301 0.749  1.0212
N 4.385 0.380 -0.727  0.9779
N -2.188 0.204 0.137  0.5805
N 5.581 0.753 3.991  1.0607
C -2.824 1.051 -0.687  0.7919
C -2.026 2.007 -1.525  -0.9886
C 0.108 -4.598 0.856  -0.3491
C 4.929 0.537 1.638  -0.5304
C -2.899 -0.612 0.926  -0.3635
C 2.715 -0.284 1.024  1.5229
C 0.484 -5.884 1.217  -0.5320
C -4.947 0.187 0.031  -0.3887
C 0.149 -6.924 0.371  0.0190
C -4.277 -0.650 0.906  -0.9946
C 2.372 -0.258 2.407  1.0681
C -4.213 1.047 -0.763  -0.8227
C 4.581 0.417 2.974  -0.7802
C 3.325 0.002 3.376  -0.4422
C -0.548 -6.747 -0.812  -0.5730
C -0.928 0.041 -2.842  -0.7218
C -0.927 -5.460 -1.149  -0.4035
C 4.002 0.189 0.683  -0.5171
C -0.598 -4.389 -0.323  0.1031
C 1.047 -0.925 2.692  -0.1859
C -1.033 -3.002 -0.735  -0.0542
C -1.521 1.440 -2.861  -0.6433
H -2.350 1.384 -3.574  0.4456
H -0.546 -0.211 -3.833  0.4570
H -1.667 -0.712 -2.571  0.3066
H -4.698 1.735 -1.442  0.5070
H -2.322 -1.241 1.591  0.4985
H 0.360 -3.757 1.488  0.5788
H -1.185 2.363 -0.938  -0.1848
H 5.901 0.904 1.350  0.6312
H -1.483 -5.262 -2.055  0.4988
H -4.801 -1.328 1.565  0.4498
H 1.028 -6.077 2.129  0.5128
H -0.799 2.147 -3.276  0.3609
H -6.028 0.177 -0.026  0.4046
H 0.934 0.344 -2.091  0.2452
H -0.780 -7.597 -1.434  0.4853
H -2.658 2.872 -1.732  0.6659
H 3.080 -0.073 4.425  0.5867

Forces on atoms 1 to 6 (eV/Å):
-0.095 1.200 0.490
0.976 1.471 -0.022
0.090 -0.072 -0.133
-0.112 0.048 0.026
-0.003 -0.214 0.025
0.042 -0.112 -0.024

Results
ΔE to the lowest compared entry with this formula, charge and spin, kJ/mol: 332.2
Energy, eV: -102234.683
Charge: -1
HOMO level (spin up / spin down), eV: -6.4117 / -6.7781
M, g mol⁻¹: 818.93
<S²>: 2.022
Multiplicity: 3

---

[5]
Below is a structure of composition C17H15ClO3Tl in a non-equilibrium geometry, with properties calculated with ωB97M-V/def2-TZVPD.

Last column: Mulliken charge in e.
Cartesian coordinates (Å):
Tl -0.085 -0.177 0.454  1.3726
Cl 0.270 -2.282 1.540  -0.5276
O 0.267 1.175 2.187  -0.8356
O 1.588 2.723 3.749  -0.6929
O -1.603 -0.005 2.786  -0.7040
C -0.957 0.629 5.464  -0.4174
C 1.686 -0.325 -1.887  -0.4143
C -2.393 0.476 0.167  -0.6252
C -1.921 1.155 -1.019  -0.7500
C -0.600 0.698 3.078  1.0624
C 1.962 1.366 -0.330  -0.7073
C 0.816 2.118 4.655  0.1335
C -1.506 0.171 -1.958  -0.2779
C -0.222 1.141 4.428  0.2509
C -2.275 -0.944 -0.068  -0.5826
C 2.321 0.118 0.297  -0.4367
C -1.715 -1.119 -1.387  -0.7761
C 2.155 -0.920 -0.693  -0.8453
C 0.335 1.909 7.012  -0.3355
C -0.689 0.995 6.779  -0.6094
C 1.067 2.454 5.971  -0.5307
C 1.585 1.096 -1.667  -0.5075
H -1.276 0.562 7.582  0.3781
H 2.337 -1.974 -0.519  0.4712
H 2.066 2.347 0.127  0.4362
H -1.836 2.238 -1.120  0.3229
H 1.152 1.821 -2.359  0.3965
H 1.222 2.364 2.870  0.5368
H -1.761 -0.086 5.219  0.3696
H -2.857 0.931 1.040  0.6975
H 2.779 -0.011 1.280  0.5006
H -1.422 -2.082 -1.815  0.3310
H -2.594 -1.732 0.612  0.5823
H 1.328 -0.873 -2.762  0.4427
H 1.855 3.156 6.129  0.4437
H -1.021 0.366 -2.912  0.5216
H 0.576 2.213 8.039  0.3261

Forces on atoms 1 to 6 (eV/Å):
0.567 0.226 0.636
0.245 -1.473 0.789
-1.344 -0.498 0.582
-0.916 -0.640 -1.589
2.366 1.454 1.153
-0.497 -0.395 1.008

Results
ΔE to the lowest compared entry with this formula, charge and spin, kJ/mol: 21.6
Energy, eV: -41230.540
Charge: -1
HOMO level, eV: -4.6885
M, g mol⁻¹: 507.14
Multiplicity: 1

---

[6]
Below is a cluster of 2 separate species, CH2Cl2FN in total in a non-equilibrium geometry, with properties calculated with ωB97M-V/def2-TZVPD.

Last column: Mulliken charge in e.
Cartesian coordinates (Å):
Cl 0.972 -1.886 0.053  -0.0470
Cl 1.998 0.766 -0.460  -0.0374
F -0.628 1.570 0.289  -0.2037
N 0.804 -0.192 0.374  -0.0115
C -0.497 0.249 0.257  -0.1177
H -1.446 -0.243 -1.411  0.0724
H -1.202 -0.265 0.897  0.3448

Forces on atoms 1 to 6 (eV/Å):
-0.132 -0.568 -0.178
-0.077 0.092 -0.242
0.005 0.299 -0.294
0.088 0.577 0.445
1.030 0.277 1.834
-0.723 -0.326 -1.313

Results
ΔE to the lowest compared entry with this formula, charge and spin, kJ/mol: 117.7
Energy, eV: -30314.196
Charge: 0
HOMO level (spin up / spin down), eV: -6.9601 / -10.5427
M, g mol⁻¹: 117.94
<S²>: 2.012
Multiplicity: 3